# 1
97
Properties=species:S:1:pos:R:3:forces:R:3:lowdin_charge:R:1 method="wB97M-V/def2-TZVPD" gap_ev=6.277 energy_ha=-3368.8658 relative_energy_ev=1.950 total_charge=+1
Sn 0.7114 -0.4452 0.5815 -0.080 0.396 1.397 1.2832
Cl 2.4777 -2.4978 -1.0315 0.063 -0.079 -0.042 0.7817
C 2.3484 -2.1889 -2.7306 -0.211 0.122 -0.362 -0.6207
C 3.2347 -2.8380 -3.5792 0.064 -0.054 0.060 -0.0877
C 3.1114 -2.6796 -4.9466 -0.001 -0.006 0.003 -0.0498
C 2.1204 -1.8577 -5.4677 -0.005 0.013 -0.028 -0.0487
C 1.2582 -1.1960 -4.6159 -0.010 0.024 -0.012 -0.0736
C 1.3509 -1.3537 -3.2314 0.162 -0.292 0.457 -0.3978
P 0.0915 -0.4836 -2.2128 0.392 -0.072 -0.190 1.0905
C -1.4089 -1.2166 -2.9481 -0.053 -0.041 0.299 -0.3666
C -2.6071 -0.5407 -3.1608 0.086 0.097 0.066 -0.0926
C -3.7138 -1.2183 -3.6490 -0.068 0.021 0.006 -0.0587
C -3.6493 -2.5795 -3.8980 -0.003 0.000 0.011 -0.0546
C -2.4656 -3.2664 -3.6679 -0.019 -0.033 0.030 -0.0531
C -1.3559 -2.5929 -3.1910 0.044 0.082 -0.001 -0.0990
C 0.4165 1.2026 -2.8235 0.042 0.081 0.294 -0.3555
C -0.5194 2.1336 -3.2591 -0.082 0.014 0.090 -0.0690
C -0.1087 3.3998 -3.6508 -0.015 0.060 -0.016 -0.0601
C 1.2306 3.7513 -3.6040 0.016 0.014 -0.001 -0.0592
C 2.1704 2.8299 -3.1632 0.041 0.032 -0.001 -0.0559
C 1.7659 1.5673 -2.7728 -0.060 -0.062 0.074 -0.1028
H 4.0031 -3.4735 -3.1605 -0.023 -0.013 0.003 0.1127
H 3.7818 -3.2101 -5.6088 0.036 0.026 0.007 0.1171
H 2.0196 -1.7413 -6.5380 -0.008 0.032 0.004 0.1156
H 0.4878 -0.5545 -5.0260 -0.006 0.009 0.002 0.1237
H -2.7029 0.5083 -2.9275 -0.050 -0.028 0.049 0.0855
H -4.6363 -0.6790 -3.8189 0.008 0.005 0.007 0.1144
H -4.5247 -3.1067 -4.2526 0.019 0.001 -0.048 0.1138
H -2.4067 -4.3307 -3.8521 -0.005 0.001 0.008 0.1149
H -0.4437 -3.1433 -2.9973 0.007 -0.031 -0.055 0.1123
H -1.5704 1.9028 -3.3029 0.003 0.000 -0.004 0.0829
H -0.8451 4.1145 -3.9945 0.000 -0.016 -0.001 0.1130
H 1.5432 4.7400 -3.9136 -0.004 -0.004 -0.001 0.1121
H 3.2198 3.0916 -3.1225 -0.011 0.001 0.005 0.1157
H 2.5023 0.8533 -2.4220 0.054 0.057 -0.035 0.1083
C 4.8180 1.1995 0.6517 -0.043 0.021 -0.011 -0.0534
C 4.6489 2.5739 0.5603 0.050 -0.039 -0.027 -0.0558
C 3.3798 3.1185 0.4449 -0.166 0.090 0.023 -0.0182
C 2.2496 2.2980 0.4353 0.196 0.015 0.036 -0.2034
C 2.4383 0.9263 0.5150 -0.944 -0.861 -0.038 -0.2312
C 3.7009 0.3742 0.6255 0.265 0.034 -0.081 -0.1298
C 0.8645 2.8321 0.4169 -0.108 0.249 -0.369 -0.2406
C 0.6024 4.2198 0.5197 -0.008 0.007 -0.019 0.0230
C -0.6860 4.6626 0.5628 0.055 -0.079 0.003 0.0269
C -1.7466 3.7352 0.5071 0.080 -0.130 0.013 -0.1402
C -3.1058 4.1189 0.5279 -0.085 -0.007 0.020 -0.0194
C -4.0905 3.1723 0.4803 0.041 0.160 0.059 -0.0520
C -3.7507 1.8065 0.4079 0.025 0.099 -0.179 -0.0605
C -2.4436 1.4105 0.3729 -0.208 -0.022 -0.561 -0.0419
C -1.4069 2.3645 0.4227 -0.360 0.259 -0.136 -0.1947
N -0.1153 1.9499 0.3770 0.276 0.204 -0.964 0.0402
H 5.8074 0.7719 0.7456 0.010 0.019 0.019 0.1126
H 5.5110 3.2267 0.5944 -0.011 0.016 -0.048 0.1119
H 3.2835 4.1924 0.3692 0.002 0.027 0.022 0.1062
H 3.8313 -0.6984 0.7042 -0.028 0.015 0.023 0.0746
H 1.4124 4.9288 0.5821 0.047 -0.025 -0.011 0.1078
H -0.9061 5.7198 0.6483 0.013 0.006 -0.007 0.1277
H -3.3454 5.1738 0.5821 -0.028 -0.011 0.013 0.1192
H -5.1313 3.4661 0.5006 -0.002 0.010 0.008 0.1119
H -4.5420 1.0665 0.3803 0.047 0.099 -0.146 0.1029
H -2.1673 0.3678 0.3173 -0.251 0.650 -0.254 0.0276
F 2.9046 -4.4876 4.9183 0.002 -0.029 0.070 0.0752
C 2.4700 -3.6712 3.9480 -0.045 0.131 -0.119 -0.2748
C 2.6916 -2.3117 4.0635 0.057 -0.076 0.051 0.0133
C 2.2548 -1.4801 3.0429 0.051 -0.004 0.029 -0.1221
C 1.6046 -2.0073 1.9321 -0.486 0.557 -0.912 -0.3215
C 1.3799 -3.3741 1.8497 0.056 -0.046 0.041 -0.1766
C 1.8173 -4.2190 2.8603 0.015 -0.114 0.004 -0.0035
H 3.1984 -1.9158 4.9332 0.000 -0.024 0.012 0.1261
H 2.4327 -0.4154 3.1351 -0.011 0.016 0.007 0.0988
H 0.8634 -3.8032 0.9989 -0.016 -0.022 0.032 0.0852
H 1.6589 -5.2883 2.8171 0.004 -0.002 -0.005 0.1253
C -1.9312 -3.2777 2.5748 0.025 0.290 0.041 -0.1607
Si -2.3124 -1.5853 1.8057 -0.352 -0.347 0.320 0.4168
C -3.8552 -0.8191 2.5726 0.126 -0.275 -0.101 -0.1314
C -2.6354 -1.9770 -0.0046 0.013 0.132 0.247 -0.1666
N -1.0628 -0.3595 1.8852 1.240 -1.060 -0.791 -0.2150
C -0.6036 0.1143 3.1163 0.107 0.332 0.631 -0.3792
C 0.1389 1.3064 3.1799 0.016 -0.065 -0.056 -0.0611
C 0.5469 1.8427 4.3869 0.050 -0.062 0.206 -0.0712
C 0.2224 1.2157 5.5814 0.070 0.028 0.031 -0.0893
C -0.4968 0.0305 5.5425 0.046 -0.023 0.031 -0.0707
C -0.8831 -0.5266 4.3355 -0.121 0.105 -0.203 -0.0476
H -2.7882 -3.6317 3.1521 -0.028 -0.001 -0.007 0.0384
H -1.0671 -3.2662 3.2397 -0.009 -0.030 -0.031 0.0143
H -1.7360 -4.0146 1.7929 0.012 -0.001 -0.008 0.0287
H -4.6154 -1.5864 2.7357 -0.020 -0.001 0.006 0.0397
H -4.2790 -0.0543 1.9196 0.071 -0.191 0.225 -0.0025
H -3.6383 -0.3551 3.5350 0.017 0.020 0.019 0.0380
H -3.3778 -2.7747 -0.0768 0.031 -0.059 0.081 0.0568
H -1.7253 -2.3440 -0.4861 -0.032 -0.039 -0.058 0.0116
H -3.0222 -1.1307 -0.5685 0.010 -0.076 -0.137 0.0161
H 0.3823 1.8201 2.2576 -0.090 -0.218 0.867 0.0633
H 1.1102 2.7679 4.4012 0.018 -0.002 -0.039 0.1071
H 0.5327 1.6387 6.5271 -0.019 0.009 0.007 0.1021
H -0.7518 -0.4773 6.4641 0.012 -0.012 -0.002 0.1093
H -1.4255 -1.4617 4.3391 -0.013 0.001 0.042 0.0846



# 2
126
Properties=species:S:1:pos:R:3:forces:R:3:lowdin_charge:R:1 method="wB97M-V/def2-TZVPD" gap_ev=3.905 energy_ha=-4387.7051 total_charge=-1
C -5.9220 -2.6387 1.4972 -0.119 -0.031 0.024 -0.0591
C -4.9398 -3.6231 2.1185 -0.064 -0.286 0.259 -0.2608
O -3.6490 -3.5378 1.5420 -0.198 0.415 -0.470 0.0324
B -2.9019 -2.4123 1.8592 0.102 -0.246 0.234 -0.4594
O -2.2423 -1.9073 0.7265 0.340 0.084 -0.049 0.1083
B -2.7357 -1.6469 3.4085 -0.898 0.248 0.032 -0.4952
O -1.3482 -1.1023 3.6439 0.035 -0.059 -0.003 -0.0873
C -1.5709 0.1778 4.1943 -0.444 -0.487 0.074 -0.1566
C -2.6912 0.6617 3.2901 0.255 0.245 -0.175 -0.4537
O -3.1805 1.9435 3.6087 -0.031 -0.126 0.328 -0.0708
C -3.6509 2.6624 2.4986 -0.110 0.132 -0.249 -0.2856
C -4.8450 2.0230 1.8044 -0.104 0.085 -0.029 -0.0751
O -3.6274 -0.3391 3.3990 0.359 -0.371 -0.336 -0.0394
H -5.4634 -1.6553 1.3750 0.014 -0.043 0.069 0.0749
H -6.7847 -2.5204 2.1596 0.001 -0.015 -0.055 0.0744
H -6.2846 -2.9810 0.5241 0.136 0.060 0.004 0.0699
H -5.2921 -4.6467 1.9559 0.031 0.019 0.020 0.1125
H -4.8857 -3.4654 3.1997 0.100 0.115 -0.032 0.1039
H -1.6660 -1.1967 1.0251 0.108 0.060 0.147 0.1013
H -3.1954 -2.3535 4.3220 0.325 0.113 0.015 0.0892
H -2.0188 0.0566 5.1952 0.271 0.371 0.102 0.1346
H -0.6704 0.7953 4.2238 0.024 -0.067 -0.121 0.1054
H -2.2656 0.7105 2.2559 -0.098 0.120 0.059 0.1552
H -3.9191 3.6566 2.8676 -0.002 -0.057 0.056 0.1101
H -2.8364 2.8079 1.7702 -0.017 -0.071 0.039 0.1109
H -5.1697 2.6569 0.9723 0.043 -0.036 0.016 0.0688
H -5.6813 1.9163 2.4984 0.072 -0.048 0.007 0.0796
H -4.5992 1.0324 1.4197 0.002 0.046 0.042 0.0664
C -4.4162 -2.8696 -3.8212 -0.046 0.005 0.006 0.0743
C -3.8688 -3.5552 -4.8267 0.019 -0.033 0.060 -0.2349
C -2.4372 -4.0313 -4.7944 -0.074 0.015 0.128 -0.3052
O -2.0680 -4.6547 -5.7932 0.197 0.144 -0.082 0.0472
C -1.6377 -3.7388 -3.6537 0.089 -0.016 -0.115 0.0625
C -2.1656 -3.0476 -2.6095 0.018 -0.028 -0.003 -0.2152
C -3.6130 -2.5620 -2.6402 -0.037 -0.044 -0.074 -0.2958
O -4.0360 -1.9369 -1.6982 0.021 0.086 0.029 0.1458
O -1.4614 -2.7713 -1.5562 0.178 -0.036 -0.374 0.1366
O -4.5086 -3.8845 -5.9495 -0.126 -0.010 -0.089 0.0778
H -5.4391 -2.5201 -3.8391 -0.006 -0.014 0.002 0.1316
H -0.6176 -4.0971 -3.6356 -0.026 -0.011 0.064 0.1184
H -1.9522 -2.3231 -0.8051 -0.309 -0.126 0.409 0.0838
H -3.8544 -4.3805 -6.4828 0.089 0.000 0.023 0.1134
C 2.6124 -7.0446 -5.2744 -0.007 -0.056 0.022 0.0707
C 3.6753 -6.9858 -6.0857 -0.027 0.046 -0.016 -0.2403
C 3.7821 -5.9734 -7.2071 -0.048 0.011 0.018 -0.3159
O 4.8130 -6.0105 -7.8639 0.021 -0.015 -0.005 0.0833
C 2.6939 -5.0595 -7.4256 0.083 0.067 -0.043 0.0665
C 1.6159 -5.1135 -6.6191 0.003 -0.026 0.012 -0.2194
C 1.5202 -6.1084 -5.4734 0.053 0.000 0.014 -0.3020
O 0.5313 -6.0605 -4.7722 -0.002 0.012 0.014 0.1140
O 0.5876 -4.3073 -6.7629 0.081 0.131 -0.086 0.1216
O 4.7330 -7.7815 -5.9979 -0.005 -0.082 0.090 0.1041
H 2.5314 -7.7559 -4.4648 0.009 0.000 0.000 0.1333
H 2.7757 -4.3539 -8.2414 -0.074 -0.023 -0.009 0.1021
H -0.1318 -4.5253 -6.1314 -0.213 -0.249 0.040 0.0795
H 5.3341 -7.4881 -6.7121 0.013 0.049 -0.054 0.1124
C -9.6849 -7.5198 -6.3996 -0.067 -0.038 0.006 0.0674
C -8.6487 -7.7203 -7.2262 0.028 0.038 0.028 -0.2349
C -7.4461 -6.7940 -7.2654 -0.019 0.028 0.030 -0.3072
O -6.5677 -7.0982 -8.0549 -0.005 -0.010 -0.028 0.0995
C -7.4202 -5.6455 -6.3955 0.089 0.111 0.001 0.0787
C -8.4571 -5.4433 -5.5674 -0.033 -0.085 -0.023 -0.2267
C -9.6522 -6.3768 -5.5148 0.009 -0.036 -0.039 -0.3125
O -10.5266 -6.0939 -4.7156 -0.013 0.030 0.014 0.1007
O -8.5440 -4.4290 -4.7255 0.096 0.071 -0.011 0.1232
O -8.5582 -8.7258 -8.0808 -0.096 -0.071 0.008 0.1120
H -10.5434 -8.1751 -6.3642 0.014 -0.014 -0.008 0.1328
H -6.5653 -4.9836 -6.4274 -0.003 0.000 0.042 0.1153
H -9.3878 -4.5410 -4.2459 -0.057 -0.043 0.013 0.1198
H -7.6964 -8.6083 -8.5306 0.062 0.038 -0.006 0.1168
C 3.9481 2.5054 4.9645 0.058 -0.033 -0.051 0.0707
C 2.7880 2.4508 4.2844 -0.036 -0.013 0.071 -0.2234
C 1.5529 3.2249 4.7195 0.059 -0.040 0.040 -0.3010
O 0.5838 3.1251 3.9951 -0.038 0.061 -0.043 0.1163
C 1.6200 4.0157 5.9272 -0.111 0.056 0.025 0.0783
C 2.7780 4.0710 6.6011 0.073 0.005 -0.102 -0.2206
C 4.0135 3.3127 6.1499 -0.053 0.028 0.105 -0.2871
O 5.0094 3.4339 6.8522 0.051 -0.020 -0.110 0.0676
O 2.9469 4.7965 7.6951 -0.044 0.014 0.022 0.1080
O 2.6044 1.7414 3.1938 0.092 -0.048 -0.040 0.1345
H 4.8289 1.9572 4.6622 -0.014 -0.006 -0.017 0.1345
H 0.7388 4.5591 6.2398 0.000 -0.012 -0.004 0.1209
H 3.8851 4.7352 7.9660 0.032 0.037 0.005 0.0784
H 1.6673 1.8682 2.9343 -0.052 0.017 0.019 0.1269
C 1.2653 8.0031 7.2758 -0.037 -0.049 0.057 0.0744
C 2.1162 9.0383 7.2450 0.000 0.011 -0.048 -0.2314
C 2.3298 9.8829 6.0024 -0.018 -0.016 -0.031 -0.3142
O 3.1201 10.8057 6.1114 0.018 0.002 0.015 0.0937
C 1.6094 9.5507 4.7982 0.008 0.046 -0.069 0.0683
C 0.7596 8.5113 4.8239 0.013 -0.008 0.066 -0.2300
C 0.5283 7.6826 6.0755 0.087 -0.001 0.016 -0.3064
O -0.2755 6.7747 5.9700 -0.047 -0.021 0.016 0.0988
O 0.0498 8.1066 3.7886 0.013 0.071 -0.091 0.1250
O 2.8491 9.4331 8.2736 -0.030 -0.065 0.092 0.1142
H 1.1126 7.3923 8.1542 0.030 0.002 0.001 0.1377
H 1.7786 10.1474 3.9132 -0.017 -0.014 -0.009 0.1338
H -0.4709 7.3357 4.0947 -0.007 -0.042 0.049 0.1255
H 3.3605 10.2025 7.9521 0.018 0.044 -0.052 0.1157
C 8.8904 4.9481 9.6430 0.058 -0.007 -0.040 0.0671
C 7.7176 4.9008 8.9823 -0.088 0.010 0.144 -0.2221
C 6.5115 5.7178 9.4321 0.067 -0.044 -0.140 -0.2860
O 5.5179 5.6499 8.7314 -0.051 0.024 0.139 0.0950
C 6.6118 6.5199 10.6276 -0.026 0.044 0.035 0.0733
C 7.7815 6.5491 11.2829 0.017 -0.018 -0.040 -0.2340
C 8.9989 5.7721 10.8155 -0.005 -0.009 -0.014 -0.3180
O 10.0038 5.9030 11.4964 0.006 0.001 0.018 0.0912
O 8.0040 7.2491 12.3812 -0.098 0.073 0.046 0.1153
O 7.5212 4.1551 7.9201 0.007 0.003 -0.031 0.1281
H 9.7546 4.3782 9.3331 -0.022 -0.014 -0.031 0.1343
H 5.7449 7.0806 10.9470 0.007 0.001 0.006 0.1356
H 8.9388 7.0760 12.6164 0.062 -0.034 -0.019 0.1173
H 6.5817 4.2072 7.6351 -0.002 -0.041 -0.015 0.0844
C 3.9054 -1.3095 -8.7983 -0.025 -0.031 0.075 0.0781
C 4.5667 -0.1424 -8.8377 -0.002 -0.010 -0.067 -0.2299
C 5.0566 0.4736 -10.1362 -0.012 -0.036 -0.035 -0.3124
O 5.6320 1.5431 -10.0403 0.019 0.017 0.023 0.0996
C 4.8198 -0.2278 -11.3758 0.029 0.039 -0.062 0.0692
C 4.1615 -1.3958 -11.3359 -0.004 0.002 0.055 -0.2310
C 3.6561 -2.0011 -10.0390 0.018 0.012 0.047 -0.2987
O 3.0611 -3.0600 -10.1429 -0.001 0.009 -0.051 0.0946
O 3.8846 -2.1318 -12.3975 0.037 0.057 -0.095 0.1188
O 4.8551 0.5831 -7.7729 -0.043 -0.050 0.104 0.1231
H 3.5513 -1.7509 -7.8772 0.001 0.022 0.007 0.1353
H 5.1812 0.2110 -12.2948 -0.014 -0.015 -0.009 0.1339
H 3.4015 -2.9137 -12.0610 -0.027 -0.036 0.055 0.1197
H 5.3285 1.3725 -8.1024 0.025 0.037 -0.060 0.1194